[1]
ORCA calculation (the ωB97M-V functional and the def2-TZVPD basis) on a molecular structure, C3HBr3F4.

Summary:
lowest unoccupied orbital energy (spin up / spin down) = 0.47 / -4.80 eV
charge = 0
HOMO (spin up / spin down) = -6.3 / -10.6 eV
orbital gap (spin up / spin down) = 6.81 / 5.77 eV
spin multiplicity = 3
E_tot = -8236.1918 Eh

Atoms and positions in Å:
C 1.12 0.62 -0.59
C 0.03 -0.68 -0.02
C -1.29 -0.08 0.48
F 0.86 1.17 -1.74
F -0.11 -1.57 -1.04
F 0.63 -1.24 0.97
F -2.20 -1.05 0.65
Br 2.88 -0.35 -0.53
Br -1.07 0.72 2.27
Br -2.10 1.22 -0.66
H 1.26 1.25 0.21

In the natural (NBO) picture, each atom carries the following charge in e: 0.166, 0.598, -0.050, -0.301, -0.323, -0.306, -0.350, -0.048, 0.336, 0.111, 0.167


[2]
ORCA calculation (the ωB97M-V functional and the def2-TZVPD basis) on C3HBrClNO2 in the gas phase.

Summary:
lowest unoccupied orbital energy (spin up / spin down) = -2.07 / -2.72 eV
charge = 0
HOMO (spin up / spin down) = -10.4 / -9.5 eV
orbital gap (spin up / spin down) = 8.32 / 6.80 eV
E_tot = -3354.2305 Eh

Atoms and positions in Å:
C -2.06 0.72 2.14
C -0.68 -0.29 -0.30
C -0.85 1.16 1.56
N -3.09 0.49 2.71
O -1.15 -1.17 0.29
O -0.39 0.90 0.29
Cl -0.09 2.48 2.30
Br 2.27 1.78 3.16
H -0.53 -0.01 -1.39

In the natural (NBO) picture, each atom carries the following charge in e: 0.147, 0.649, 0.185, -0.207, -0.494, -0.491, 0.248, -0.189, 0.152


[3]
ORCA calculation (the ωB97M-V functional and the def2-TZVPD basis) on 2 unconnected molecules or ions with the total composition C3HBrF2.

Summary:
lowest unoccupied orbital energy (spin up / spin down) = -0.75 / -3.72 eV
charge = 0
HOMO (spin up / spin down) = -11.2 / -8.2 eV
orbital gap (spin up / spin down) = 10.46 / 4.49 eV
E_tot = -2888.4883 Eh

Atoms and positions in Å:
C 0.85 -0.46 0.45
C 0.03 0.38 0.15
C -0.82 1.39 -0.20
F -0.78 2.01 -1.35
F -1.80 1.82 0.56
Br 1.03 -3.88 -0.33
H 1.50 -1.25 0.71

In the natural (NBO) picture, each atom carries the following charge in e: -0.100, -0.243, 0.744, -0.280, -0.280, -0.083, 0.241


[4]
ORCA calculation (the ωB97M-V functional and the def2-TZVPD basis) on 2 unconnected molecules or ions with the total composition C3HBrF2.

Summary:
lowest unoccupied orbital energy (spin up / spin down) = 0.65 / -2.74 eV
charge = 0
HOMO (spin up / spin down) = -8.5 / -10.3 eV
orbital gap (spin up / spin down) = 9.16 / 7.52 eV
spin multiplicity = 3
E_tot = -2888.3737 Eh

Atoms and positions in Å:
C 0.60 -1.22 0.82
C 1.26 -0.99 -0.20
C -1.20 2.15 -0.54
F 1.93 -0.82 -1.25
F -0.41 1.37 -1.18
Br -2.04 0.99 0.81
H -0.13 -1.47 1.55

In the natural (NBO) picture, each atom carries the following charge in e: -0.426, 0.427, 0.321, -0.252, -0.322, 0.004, 0.247


no.,strongest force on any atom (eV/Å)
1,6.12
2,4.42
3,0.49
4,5.04